#P
12
Properties=species:S:1:pos:R:3:mulliken_charge:R:1 method="wB97M-V/def2-TZVPD" homo_lumo_gap_ev=10.27 charge=0 mol_weight_g_mol=129.6 lumo_ev=0.778 e_homo_ha=-0.3489
C 1.394 -0.303 0.810 -0.427
C 0.292 -0.346 -1.119 -0.535
C 0.207 0.062 0.187 0.340
C -1.547 0.848 0.796 0.369
N 2.177 -0.894 -0.076 -0.763
N -2.541 0.569 0.141 -0.465
N 1.509 -0.912 -1.227 0.267
Cl -1.291 1.802 2.198 -0.147
H 1.713 -0.173 1.822 0.443
H -0.402 -0.268 -1.928 0.445
H -3.436 0.953 0.438 0.270
H 1.925 -1.337 -2.041 0.203


#Q
12
Properties=species:S:1:pos:R:3:mulliken_charge:R:1 method="wB97M-V/def2-TZVPD" homo_lumo_gap_ev=9.54 charge=0 mol_weight_g_mol=129.6 lumo_ev=0.326 smiles="[H]/N=C/C=C=N.N#CCl" e_homo_ha=-0.3387
C 0.864 1.411 0.300 0.532
C 1.043 -0.910 -0.318 0.144
C -3.379 -0.352 0.013 0.326
C 0.757 0.132 0.625 -0.710
N 0.841 2.611 0.184 -0.482
N 0.853 -2.144 -0.130 -0.635
N -4.032 -1.039 0.639 -0.311
Cl -2.297 0.738 -0.565 -0.024
H 1.549 -0.658 -1.321 0.284
H 0.842 -0.240 1.616 0.322
H 1.309 -2.643 -0.888 0.256
H 1.650 3.093 -0.155 0.299


In terms of stability, #P leads; the second structure lies 59.9 kJ/mol higher.


#P
22
Properties=species:S:1:pos:R:3:mulliken_charge:R:1 method="wB97M-V/def2-TZVPD" homo_lumo_gap_ev=7.14 charge=0 mol_weight_g_mol=162.2 lumo_ev=-1.578 e_homo_ha=-0.3204
C 3.626 -0.319 -1.542 0.052
C 4.689 -1.058 -1.654 -0.700
C -1.139 1.534 -1.353 0.441
C 1.234 0.688 -0.981 0.836
C -1.571 0.794 -0.051 -0.706
C 0.845 0.533 0.494 -1.033
C 2.592 0.371 -1.214 0.007
C -0.591 -0.166 0.514 1.471
C -0.473 -1.496 -0.243 -1.612
C -1.049 -0.440 1.976 -1.908
O -1.805 2.051 -2.199 -0.510
O 0.256 1.329 -1.746 -0.390
H -1.473 1.546 0.742 0.372
H -2.599 0.475 -0.143 0.425
H 1.656 -0.046 1.017 0.392
H 0.735 1.459 1.038 0.420
H 0.478 -1.993 0.027 0.384
H -0.305 -1.389 -1.388 0.318
H -1.354 -2.128 -0.150 0.432
H -1.017 0.348 2.669 0.419
H -0.639 -1.289 2.424 0.496
H -2.097 -0.804 1.762 0.392


#Q
22
Properties=species:S:1:pos:R:3:mulliken_charge:R:1 method="wB97M-V/def2-TZVPD" homo_lumo_gap_ev=9.86 charge=0 mol_weight_g_mol=162.2 lumo_ev=0.309 e_homo_ha=-0.3511
C 3.304 -0.532 0.006 -0.752
C 1.726 -0.577 0.563 -0.276
C 1.002 0.210 -0.429 0.230
C -0.002 2.215 0.019 0.118
C -1.158 1.199 -0.032 0.395
C -2.545 1.129 0.007 -0.447
C -3.106 -0.106 0.185 -0.493
C -2.465 -1.334 -0.009 -0.562
C -1.125 -1.321 -0.345 -0.624
C -0.468 -0.024 -0.174 0.213
H 3.274 -0.341 -1.363 0.233
H 3.973 -1.741 0.168 0.257
H 3.600 0.411 0.897 0.227
H 1.610 -0.138 1.637 0.297
H 1.266 -1.644 0.442 0.196
H 1.034 0.124 -1.539 0.388
H -3.231 1.978 0.245 0.341
H -4.140 -0.167 0.022 0.374
H -3.021 -2.169 0.175 0.518
H -0.485 -2.229 -0.305 0.267
O 1.217 1.643 -0.225 -0.300
O -0.259 3.416 0.054 -0.599


In terms of stability, #Q leads; the second structure lies 221.4 kJ/mol higher.